Entry 1:
# C13H44N12O9

A cluster of 9 separate species, C13H44N12O9 in total (ωB97M-V with the def2-TZVPD basis set, OMol25).

**Charge**: 0
**Structure (SMILES)**: NC(N)=O.NC(N)=O.NC(N)=O.NC(N)=O.NC(N)=O.NC(N)=O.CC(C)O.CCO.CCO
**Kohn-Sham gap**: 8.97 eV
**HOMO level**: -8.819 eV
**Spin multiplicity**: 1
**Lowest unoccupied orbital energy**: 0.006 hartree

Geometry as XYZ:
```
78
Properties=species:S:1:pos:R:3:forces:R:3:mulliken_charge:R:1
N 0.116141 3.521976 2.112931 0.8 -2.9 3.4 -0.16
C 0.194701 4.664476 1.470741 1.7 1.9 2.2 0.49
N -0.527769 4.623176 0.412431 -2.4 0.8 -4.1 -0.23
O 0.846251 5.647216 1.848821 0.2 -0.3 -0.1 -0.75
H -0.295669 2.668356 1.763861 -0.2 0.4 -0.4 0.14
H 0.439791 3.466736 3.068071 0.2 0.3 -0.3 0.17
H -0.624019 5.479586 -0.114269 -0.2 -0.4 -0.1 0.20
H -1.147949 3.831626 0.317951 0.0 0.4 -0.6 0.14
N -0.906069 -3.029474 2.160351 2.4 2.8 1.5 -0.07
C -1.214499 -4.252514 1.862101 1.3 -2.2 -0.9 0.64
N -2.445579 -4.277684 1.407771 -2.9 -2.3 -1.4 -0.33
O -0.465759 -5.246574 1.861971 -0.5 0.8 0.5 -0.76
H -1.572119 -2.294074 1.971481 0.4 0.1 0.5 0.11
H 0.020991 -2.919204 2.545721 0.0 0.7 0.0 0.05
H -3.085699 -3.498604 1.465921 -0.1 -0.3 0.2 0.22
H -2.705989 -5.227794 1.185111 -0.7 0.4 -0.2 0.19
N -4.088759 0.221266 0.832011 0.2 3.0 -1.0 -0.29
C -4.450309 -0.978714 1.234981 2.1 0.8 0.5 0.81
N -5.445979 -1.458924 0.605291 -4.7 -1.3 -2.8 -0.36
O -3.862369 -1.645174 2.020391 2.8 -2.1 3.2 -0.75
H -3.326179 0.768146 1.205501 -0.1 -0.4 0.0 0.08
H -4.732219 0.655126 0.185621 0.6 0.5 0.2 0.12
H -5.746989 -2.399624 0.816421 -0.2 0.4 -0.2 0.23
H -5.956369 -0.795844 0.039661 -0.5 -1.0 -0.1 0.16
N 4.501011 -1.363934 -1.623189 0.6 -2.9 -2.0 -0.41
C 4.271261 -0.294464 -0.898029 2.8 -0.8 0.9 0.52
N 5.236581 0.035186 -0.049369 1.1 -0.7 0.2 -0.30
O 3.277291 0.337576 -1.047509 -3.7 2.3 -0.4 -0.81
H 3.879251 -1.583134 -2.388339 0.1 0.0 0.4 0.22
H 5.349341 -1.903414 -1.526179 -0.3 0.2 -0.1 0.16
H 5.988781 -0.614744 0.129191 -0.2 0.3 0.0 0.19
H 5.058651 0.784716 0.603811 0.2 0.5 0.8 0.17
N 1.431091 1.091936 -2.906179 3.1 -0.7 3.0 -0.16
C 0.282171 1.676126 -3.128239 0.1 0.1 2.1 0.60
N 0.027941 1.528666 -4.355229 -2.4 -0.1 -7.5 -0.33
O -0.470239 2.194826 -2.333019 -1.0 0.7 1.7 -0.76
H 2.055281 0.812096 -3.649269 -0.1 0.1 0.5 0.19
H 1.823991 1.177196 -1.979649 0.3 -0.3 -0.3 0.20
H -0.803449 1.869406 -4.816519 0.2 0.0 0.4 0.27
H 0.745571 1.127476 -4.941879 -0.6 0.2 -0.2 0.11
N 3.852801 3.901346 1.999181 0.2 3.3 2.0 -0.37
C 4.035431 2.793586 1.342651 -0.2 0.3 1.9 0.91
N 3.142511 2.636286 0.426951 -1.7 -1.2 -3.1 -0.10
O 4.844301 1.956586 1.684401 1.9 -1.4 0.5 -0.80
H 4.341221 4.071756 2.866651 -0.1 0.1 -0.4 0.23
H 3.186551 4.558926 1.619971 0.1 0.3 0.7 0.14
H 2.336221 3.240326 0.355331 0.2 -0.4 -0.1 0.33
H 3.217971 1.721666 0.005201 -0.9 0.0 -0.9 -0.27
C -1.938009 -1.447754 -3.931589 -0.5 0.9 1.0 -1.13
C -3.068529 -2.066234 -3.091789 0.5 -0.8 0.5 0.90
C -4.208279 -1.130204 -2.861059 -0.7 1.6 -0.8 -1.10
O -3.532449 -3.310134 -3.635369 0.2 0.6 -0.2 -0.60
H -2.297539 -1.112424 -4.904419 0.1 -0.3 -0.1 0.43
H -0.988199 -1.980924 -3.972609 -0.3 -0.6 -0.2 0.48
H -1.660319 -0.550914 -3.377819 0.0 0.3 -0.1 0.00
H -2.697469 -2.274564 -2.088289 0.5 -0.2 0.1 -0.12
H -5.137669 -1.529664 -2.455119 0.4 -0.5 0.1 0.33
H -4.480849 -0.607194 -3.777719 -0.2 -0.3 -0.4 0.37
H -3.902959 -0.282834 -2.247189 0.2 -0.2 0.5 0.14
H -2.756099 -3.635594 -4.096839 -0.2 -0.5 -0.1 0.36
C -0.464999 -0.674454 -0.403779 0.2 -1.8 0.4 -0.68
C -0.013109 0.441246 0.500071 -0.3 -0.1 -0.9 0.92
O -0.942419 1.510216 0.369181 -0.4 0.2 0.9 -0.32
H -0.576979 -0.433414 -1.460879 0.2 0.5 0.1 -0.23
H -1.376679 -1.189964 -0.101809 -0.4 0.5 0.2 -0.07
H 0.249141 -1.495064 -0.335229 0.4 0.0 -0.2 0.50
H 0.983431 0.739706 0.174581 0.2 0.3 0.1 -0.48
H 0.067011 0.165696 1.551621 -0.3 -0.1 0.0 0.15
H -1.129999 1.567456 -0.570569 0.2 0.4 -0.6 0.25
C 1.872851 -0.399814 4.214801 -0.5 0.2 -0.9 -1.12
C 2.361781 -1.262084 3.015971 0.8 0.5 1.8 0.16
O 1.911161 -2.583094 3.233151 -0.2 -0.4 -0.6 -0.59
H 2.406801 0.534526 4.387991 0.1 0.1 -0.5 0.32
H 1.938521 -0.935254 5.161951 0.0 -0.3 -0.2 0.39
H 0.821301 -0.187204 4.022071 -0.1 0.2 0.4 0.24
H 3.450431 -1.222424 3.053071 0.2 -0.1 -0.4 0.30
H 2.049921 -0.947274 2.020111 -0.2 0.1 0.2 -0.07
H 2.431091 -2.979804 3.935921 -0.1 0.0 0.0 0.31
```
Positions in Å, forces in eV/Å.

Entry 2:
# C13H47N19O10

A structure of composition C13H47N19O10 (ωB97M-V with the def2-TZVPD basis set, OMol25).

**Charge**: 0
**Kohn-Sham gap**: 9.04 eV
**HOMO level**: -9.127 eV
**Spin multiplicity**: 1
**Lowest unoccupied orbital energy**: -0.003 hartree

Geometry as XYZ:
```
89
Properties=species:S:1:pos:R:3:forces:R:3:mulliken_charge:R:1
C 13.568038 -36.246760 21.896684 -1.0 0.0 -1.4 0.53
O 14.768555 -36.404385 21.921096 0.4 0.0 0.4 -0.66
N 12.677412 -36.778586 22.770872 0.0 -0.9 1.8 -0.32
N 12.900799 -35.567699 20.917693 0.0 0.6 -0.9 -0.26
H 11.678931 -36.756226 22.692539 0.0 0.3 -0.4 0.16
H 13.022301 -37.242830 23.594324 0.2 0.1 -0.2 0.19
H 11.904610 -35.648247 20.773357 0.0 0.0 0.3 0.38
H 13.375917 -35.335882 20.061224 0.4 0.0 0.3 0.14
C 14.175919 -31.774936 16.566276 0.2 0.3 0.2 0.56
O 14.703053 -31.922808 17.662783 -0.2 -0.3 0.2 -0.71
N 14.259581 -32.665580 15.556024 0.3 -0.4 0.0 -0.14
N 13.421676 -30.717256 16.223605 -0.5 1.3 0.5 -0.22
H 14.633938 -33.571004 15.771764 0.2 0.1 -0.6 0.05
H 13.919645 -32.356369 14.660755 0.1 -0.6 -0.1 0.10
H 13.306439 -29.995387 16.913681 0.1 0.0 -0.1 0.19
H 13.061622 -30.572796 15.286973 0.1 -0.1 0.2 0.28
C 10.440014 -36.780354 12.278100 -0.7 -0.1 0.4 0.60
O 9.586631 -37.105282 13.115771 4.0 -2.3 -0.9 -0.70
N 10.332574 -37.311233 11.041918 0.7 0.4 -0.5 -0.43
N 11.413760 -35.879985 12.519726 -0.5 -0.6 -1.0 0.01
H 11.083958 -37.192634 10.383756 -0.3 -0.2 -0.2 0.17
H 9.563641 -37.928752 10.864852 0.1 -0.1 0.0 0.27
H 11.538267 -35.505980 13.452350 0.4 0.2 0.2 -0.12
H 12.000901 -35.637341 11.740681 0.3 0.2 0.4 0.22
C 12.059210 -31.370412 12.730836 -0.7 1.6 -0.1 0.71
O 12.799786 -30.730916 13.476159 0.1 -1.2 0.2 -0.82
N 11.516187 -32.600983 12.907021 0.7 0.4 0.2 -0.17
N 11.582574 -30.728878 11.627274 0.0 -0.4 -0.3 -0.46
H 11.762240 -33.143593 13.723836 -0.1 -0.4 -0.1 -0.11
H 10.989847 -32.948413 12.129038 -0.1 -0.6 0.4 0.21
H 11.013910 -31.220690 10.963495 -0.1 0.4 -0.2 0.13
H 11.828787 -29.761368 11.528293 0.0 -0.1 -0.2 0.24
C 11.462929 -38.663785 18.236927 0.2 -1.9 -0.7 0.67
O 10.275734 -38.680761 17.950849 -0.4 1.1 0.3 -0.71
N 12.369103 -37.670464 18.057499 -1.1 -1.0 0.2 -0.20
N 12.041246 -39.849841 18.632930 0.5 -0.1 0.4 -0.45
H 13.259957 -37.937935 18.430513 0.4 1.3 -0.2 0.22
H 11.999207 -36.801353 17.715379 0.8 0.2 0.2 0.01
H 13.033305 -39.951661 18.758424 -0.1 0.0 0.1 0.13
H 11.465420 -40.608659 18.945675 -0.2 0.1 -0.2 0.24
C 15.637392 -36.358193 13.600520 0.2 0.4 -2.7 0.43
O 15.929163 -36.640548 12.435154 -0.2 0.1 0.9 -0.68
N 14.808324 -35.317580 13.930868 -0.7 0.9 0.1 -0.23
N 16.166442 -36.938443 14.674670 0.2 -0.8 0.7 -0.37
H 13.997652 -35.487634 14.510044 0.0 0.0 0.1 0.06
H 14.617499 -34.674030 13.178515 -0.1 -0.3 -0.1 0.14
H 16.108081 -36.328772 15.471876 0.7 -0.5 0.4 0.22
H 16.950956 -37.532565 14.454513 0.0 0.0 0.6 0.25
C 11.513666 -34.983198 15.936629 -1.9 -0.9 1.6 -0.16
O 12.159767 -34.654191 14.945357 0.4 0.0 -0.9 0.06
N 11.784104 -34.554075 17.193780 1.2 0.6 -0.9 0.53
N 10.431375 -35.806572 15.926195 0.7 0.2 -0.5 0.32
H 11.245241 -34.862253 17.976346 -0.2 0.1 0.7 -0.07
H 12.558598 -33.913844 17.288724 -0.1 0.1 0.3 -0.07
H 9.895983 -35.931755 16.769952 -0.3 -0.3 -0.1 -0.10
H 10.186738 -36.368941 15.121564 -0.1 0.2 0.1 -0.04
C 9.087658 -35.435428 19.477780 -1.1 -0.5 -0.2 0.49
O 10.285248 -35.393881 19.762974 0.0 0.1 0.0 -0.86
N 8.535718 -36.405120 18.730621 0.5 -0.9 0.1 -0.20
N 8.188066 -34.509112 19.909135 1.5 0.6 0.3 -0.46
H 8.968517 -37.317726 18.791343 0.2 -0.1 -0.7 0.22
H 7.606508 -36.354322 18.356895 -0.1 0.0 -0.1 0.10
H 8.714900 -33.677379 20.147270 -1.0 0.4 0.1 0.28
H 7.266301 -34.510082 19.516483 -0.1 0.4 0.0 0.22
C 7.176046 -35.949233 14.914604 -1.1 -0.5 -2.1 0.54
O 7.690926 -36.311002 15.954431 0.3 0.0 0.6 -0.63
N 5.863769 -35.588400 14.821368 -0.5 0.7 0.8 -0.36
N 7.732158 -36.024412 13.650811 -2.8 1.5 3.1 -0.50
H 5.297002 -35.580713 15.650440 -0.1 0.1 -0.1 0.25
H 5.466047 -35.455091 13.912148 -0.3 -0.1 0.2 0.14
H 7.399864 -35.337670 13.002742 0.3 -0.1 -0.4 0.16
H 8.623868 -36.502122 13.671172 -0.2 0.9 -0.5 0.36
C 10.166990 -31.229375 18.195716 0.4 -1.7 0.5 -1.26
C 9.121055 -31.569887 17.117546 1.4 2.1 0.4 1.60
C 7.766431 -30.995726 17.585348 0.5 -1.8 -0.3 -0.70
O 6.743122 -31.262904 16.641873 -0.4 0.9 -0.5 -0.40
C 6.540325 -32.595221 16.229726 1.3 -0.2 -0.1 -0.31
N 9.633147 -30.896900 15.891535 -1.1 -0.9 -1.2 -0.61
H 10.406856 -30.184944 18.388824 -1.0 0.2 0.1 0.42
H 11.179081 -31.604043 18.020263 -0.2 -0.3 -0.8 0.07
H 9.892450 -31.822218 19.076528 -0.1 0.7 0.5 0.23
H 9.122678 -32.633833 16.889009 -0.4 -0.2 0.7 -0.56
H 7.853059 -29.934357 17.813534 -0.2 0.2 -0.7 0.34
H 7.504594 -31.441101 18.554263 0.0 -0.3 0.0 0.27
H 6.210551 -33.216502 17.066137 -0.5 -0.1 -0.2 0.21
H 7.442468 -33.086113 15.847891 0.4 0.1 0.3 -0.01
H 5.953745 -32.641406 15.314178 -0.9 0.4 0.6 0.32
H 9.958003 -31.682831 15.325761 1.0 0.2 0.1 0.05
H 8.841285 -30.705034 15.270746 -0.3 0.7 0.5 0.35
```
Positions in Å, forces in eV/Å.

Entry 3:
# C13H48BBrN2O23P3

A cluster of 14 separate species, C13H48BBrN2O23P3 in total (ωB97M-V with the def2-TZVPD basis set, OMol25).

**Charge**: +1
**Kohn-Sham gap**: 6.16 eV
**HOMO level**: -11.581 eV
**Spin multiplicity**: 1
**Lowest unoccupied orbital energy**: -0.199 hartree

Geometry as XYZ:
```
91
Properties=species:S:1:pos:R:3:forces:R:3:mulliken_charge:R:1
C -5.367141 2.556520 1.483297 -0.3 0.0 -0.2 -1.06
C -3.828528 2.683115 1.023215 -0.9 -0.4 -0.5 -0.45
P -2.749924 1.799640 2.335083 -0.6 -0.5 0.4 0.20
C -1.574511 3.008316 3.161790 1.2 1.1 -1.4 -1.22
C -1.785690 0.475932 1.345791 2.7 -0.1 -1.8 -0.24
C -0.423072 0.808811 0.722007 0.2 -2.6 -0.7 0.71
O 0.187044 2.072680 0.833946 -1.7 -1.2 -1.2 -0.65
B -0.125467 2.942196 -0.264512 0.2 1.6 -0.6 0.57
O 0.825255 3.916357 -0.687082 -0.9 -2.5 1.5 -0.73
O -1.400137 2.862405 -0.900738 2.4 -0.9 0.1 -0.33
C 0.373091 -0.234113 -0.067490 -3.1 -0.7 1.3 0.58
C 1.750979 0.120631 -0.745890 1.7 0.7 0.2 -0.19
O 2.635145 0.788906 -0.240578 -2.5 -1.5 -0.6 -0.46
O 1.995613 -0.407100 -2.057112 -2.6 1.1 0.6 -0.27
P 1.555834 0.725957 -3.271500 3.5 1.7 -1.0 0.36
N 2.746088 1.748068 -3.499253 -1.8 -1.5 0.9 -0.69
C -0.239198 -1.609615 -0.177340 -1.2 1.6 1.0 0.83
C 0.502375 -2.784913 -0.957043 -0.3 -0.6 1.2 -1.74
O -0.140496 -3.008675 -2.245616 0.2 1.7 1.2 -0.13
O -0.335163 -4.375967 -2.329719 -0.3 -2.2 -0.7 -0.41
C -1.602218 -1.864191 0.470933 1.0 2.1 0.0 0.39
P -2.263385 -3.639790 0.236888 -0.2 -0.4 -1.6 0.25
O -3.756965 -3.430059 -0.589119 1.5 -0.8 1.7 -0.54
Br -2.702053 -4.619927 2.222121 -0.4 0.8 -0.4 -0.17
N -2.320821 -0.840878 1.171895 2.6 1.3 -1.2 0.45
C -3.661321 -1.108591 1.783559 -0.8 -0.4 1.2 -0.61
C -3.531409 -1.288071 3.385426 -1.2 0.1 0.2 -0.41
O -2.244324 -1.843842 3.761453 -0.4 1.5 1.5 -0.15
C -1.631834 -1.024189 4.758144 2.4 1.0 -2.2 0.09
O -0.586896 -0.463337 4.418107 -2.7 -1.5 1.6 -0.48
H -5.843647 1.585515 1.107143 0.9 1.2 0.5 0.27
H -6.010371 3.388513 1.035572 1.0 -1.0 0.7 0.36
H -5.482344 2.549724 2.609393 0.1 0.2 -1.3 0.28
H -3.773915 2.159155 0.011948 0.4 0.8 1.4 0.26
H -3.498513 3.753426 0.874671 -0.3 -1.2 0.3 0.46
H -2.044963 3.580880 4.014919 0.1 -1.0 -1.0 0.48
H -1.283970 3.781580 2.366501 -0.3 -0.9 1.2 0.33
H -0.604282 2.546680 3.521096 -1.3 0.2 -0.4 0.42
H 1.692551 3.710817 -0.263174 -0.7 0.3 -0.2 0.33
H -1.212158 2.462337 -1.781275 -0.6 0.7 0.5 0.30
H 1.332955 0.056448 -4.530129 -0.6 -0.3 1.2 0.17
H 0.329041 1.416454 -2.934842 0.1 -1.0 0.2 -0.01
H 3.534143 1.564967 -2.865095 -0.1 0.5 -0.6 0.26
H 0.395367 -3.775966 -0.375370 0.2 1.8 -0.8 0.68
H 1.616655 -2.589278 -1.076525 -1.6 0.0 0.0 0.46
H -1.294655 -4.551716 -2.455792 0.6 0.7 0.2 0.31
H -4.066541 -4.369110 -0.723172 -0.1 1.0 -0.1 0.43
H -4.396808 -0.273270 1.526842 1.3 -1.0 0.4 -0.23
H -4.141891 -2.059329 1.411571 1.1 1.1 -0.1 0.57
H -4.370872 -1.995227 3.685732 1.1 0.8 -0.3 0.44
H -3.689766 -0.303170 3.932512 0.1 -1.2 -1.0 0.36
H -2.084127 -0.882509 5.790587 0.1 -0.5 -1.3 0.35
O 3.176924 4.538819 -2.489130 0.0 0.1 0.2 -0.58
H 2.428571 4.547535 -1.880760 0.1 0.2 -0.4 0.35
H 2.933436 3.873305 -3.152351 0.1 -0.2 0.1 0.37
O 5.380224 2.709066 -3.211215 0.5 0.2 0.0 -0.56
H 6.224659 2.701274 -3.677747 -0.1 0.0 0.0 0.28
H 5.281815 3.625266 -2.920401 -0.2 -0.1 0.1 0.28
O -5.879944 -5.798361 -1.596279 0.1 0.4 -0.1 -0.65
H -6.796932 -5.652248 -1.333601 0.1 -0.1 0.1 0.33
H -5.843802 -5.477198 -2.505797 0.0 -0.2 0.0 0.33
O 4.962336 6.962828 -1.412660 0.1 -0.2 -0.2 -0.64
H 4.503326 6.189249 -1.763338 -0.1 0.1 -0.1 0.30
H 5.623772 6.592232 -0.811660 -0.3 0.2 0.1 0.33
O -0.860585 -2.759765 -5.095079 -0.1 -0.3 0.2 -0.69
H -1.784613 -3.038835 -5.081995 0.0 0.2 -0.1 0.32
H -0.541298 -2.957461 -4.202955 0.1 0.2 -0.1 0.46
O 1.568645 -1.618210 2.787581 -0.2 0.0 -0.2 -0.63
H 1.656497 -0.793126 2.296964 0.1 0.0 0.2 0.29
H 0.833366 -1.451734 3.394867 0.1 0.1 -0.1 0.40
O -1.492013 -6.714587 4.710345 0.1 0.2 -0.1 -0.60
H -0.548022 -6.582856 4.563189 -0.1 -0.1 0.1 0.31
H -1.904869 -5.952917 4.286132 0.1 -0.2 0.2 0.21
O 6.947139 0.273601 -1.422002 -0.1 -0.2 0.0 -0.63
H 6.028269 0.374482 -1.147283 0.1 0.1 0.0 0.30
H 6.948835 0.570373 -2.340653 -0.1 0.0 0.1 0.32
O 6.151701 -1.427408 -3.755362 -0.2 -0.1 0.2 -0.63
H 5.242179 -1.741025 -3.696084 0.1 0.0 -0.1 0.29
H 6.508020 -1.570511 -2.867974 0.1 0.1 -0.1 0.36
O -1.364379 5.663500 4.728816 0.2 0.2 -0.1 -0.60
H -0.510297 5.631063 4.281475 -0.1 0.0 0.1 0.30
H -1.430473 6.573214 5.043866 -0.1 -0.1 0.0 0.30
O 5.775751 6.177976 1.140138 0.0 -0.3 0.5 -0.61
H 5.452491 6.749545 1.846452 0.1 0.1 -0.2 0.31
H 5.549395 5.288571 1.436560 0.1 0.1 -0.1 0.31
O 1.357971 -4.770967 1.078313 0.2 -0.3 0.2 -0.53
H 1.209038 -5.265955 1.892618 0.0 0.1 -0.1 0.23
H 2.311362 -4.832259 0.940192 -0.1 0.0 0.0 0.25
O -0.428912 -5.747901 -5.973120 0.1 0.1 0.1 -0.64
H 0.430309 -5.769191 -6.409861 -0.1 -0.1 0.0 0.31
H -0.502651 -4.842580 -5.643979 0.1 0.1 -0.2 0.36
```
Positions in Å, forces in eV/Å.